# 1
Molecular formula: C46H77AlF18NO13S2
Method: DFT, ωB97M-V/def2-TZVPD

CARTESIAN COORDINATES (ANGSTROEM)
C: 8.137 2.648 -1.064
C: 8.836 3.935 -1.839
C: 7.951 5.319 -1.644
C: 7.781 6.187 -3.040
C: 6.506 5.724 -3.968
C: 5.132 6.567 -3.625
C: 4.053 6.237 -4.837
C: 3.275 4.841 -4.448
N: 1.827 5.064 -4.072
C: 1.410 3.968 -3.117
C: 1.688 2.431 -3.708
C: 2.865 1.648 -2.863
C: 2.276 0.183 -2.422
C: 2.941 -1.099 -3.196
C: 2.919 -1.019 -4.832
C: 4.142 -0.168 -5.511
C: 5.601 -0.336 -4.783
C: 0.914 5.184 -5.271
S: 1.430 5.216 -6.915
S: -0.973 5.365 -5.032
C: -1.377 7.051 -4.288
C: -0.140 7.749 -3.473
C: 0.192 7.101 -2.007
Al: -1.288 5.932 -1.205
C: -0.312 4.499 -0.033
O: -1.192 3.986 1.059
C: -0.411 2.872 1.649
H: 8.417 2.663 0.095
H: 6.974 2.768 -1.188
H: 8.544 1.631 -1.489
H: 9.925 4.044 -1.366
H: 8.997 3.697 -2.990
H: 8.537 6.002 -0.861
H: 6.898 5.067 -1.174
H: 7.607 7.321 -2.753
H: 8.792 6.092 -3.645
H: 6.753 5.887 -5.118
H: 6.344 4.556 -3.829
H: 4.765 6.176 -2.560
H: 5.369 7.713 -3.555
H: 4.524 6.229 -5.908
H: 3.230 7.097 -4.771
H: 3.434 3.969 -5.248
H: 3.811 4.435 -3.461
H: 0.263 4.021 -2.794
H: 2.010 4.170 -2.104
H: 0.637 1.871 -3.623
H: 1.922 2.441 -4.878
H: 3.026 2.259 -1.850
H: 3.912 1.627 -3.389
H: 1.110 0.074 -2.486
H: 2.548 0.050 -1.268
H: 3.991 -1.290 -2.716
H: 2.274 -2.045 -2.901
H: 2.848 -2.120 -5.288
H: 1.897 -0.498 -5.158
H: 4.277 -0.582 -6.622
H: 3.884 0.989 -5.636
H: 5.739 -1.406 -4.277
H: 5.752 0.437 -3.888
H: 6.472 -0.117 -5.543
H: -1.602 7.761 -5.221
H: -2.403 7.021 -3.684
H: -0.441 8.877 -3.294
H: 0.861 7.773 -4.093
H: 0.334 8.022 -1.260
H: 1.200 6.496 -1.947
H: -2.075 5.167 -2.352
H: -2.199 6.855 -0.286
H: 0.088 3.596 -0.662
H: 0.639 5.019 0.452
H: -0.673 2.842 2.793
H: -0.731 1.892 1.065
H: 0.749 3.109 1.504
C: -3.249 1.570 4.293
C: -2.216 0.458 4.292
O: -1.576 0.363 5.574
C: -2.264 -0.322 6.543
O: -3.366 -0.833 6.367
C: -1.449 -0.389 7.833
F: -0.894 0.811 8.170
F: -0.414 -1.274 7.742
F: -2.187 -0.779 8.911
H: -2.796 2.516 4.607
H: -3.682 1.697 3.297
H: -4.059 1.357 4.997
H: -1.432 0.688 3.562
H: -2.655 -0.504 4.002
C: -2.329 -4.224 7.200
C: -2.595 -4.756 8.597
O: -2.128 -6.107 8.720
C: -0.785 -6.264 8.952
O: 0.005 -5.330 9.049
C: -0.437 -7.743 9.111
F: -1.018 -8.528 8.158
F: -0.848 -8.240 10.314
F: 0.902 -7.987 9.037
H: -2.765 -4.889 6.447
H: -2.754 -3.224 7.079
H: -1.256 -4.172 6.994
H: -3.674 -4.774 8.782
H: -2.147 -4.116 9.366
C: -8.890 7.559 -2.591
C: -8.053 6.705 -3.526
O: -6.655 6.883 -3.258
C: -6.146 6.168 -2.204
O: -6.814 5.414 -1.503
C: -4.644 6.413 -2.064
F: -4.313 7.734 -2.161
F: -3.927 5.771 -3.030
F: -4.143 5.985 -0.871
H: -8.582 8.608 -2.650
H: -9.950 7.486 -2.844
H: -8.760 7.248 -1.549
H: -8.222 7.023 -4.561
H: -8.331 5.646 -3.466
C: 3.625 -5.931 -0.214
C: 2.279 -6.375 0.330
O: 1.634 -5.298 1.025
C: 0.978 -4.382 0.243
O: 0.926 -4.441 -0.982
C: 0.298 -3.324 1.110
F: 1.109 -2.854 2.103
F: -0.817 -3.807 1.730
F: -0.103 -2.231 0.403
H: 4.245 -5.517 0.587
H: 4.152 -6.770 -0.675
H: 3.507 -5.142 -0.964
H: 2.427 -7.180 1.058
H: 1.633 -6.772 -0.462
C: -2.842 -10.458 -0.610
C: -1.874 -11.035 -1.627
O: -0.812 -10.108 -1.896
C: 0.213 -10.081 -0.984
O: 0.254 -10.788 0.018
C: 1.292 -9.092 -1.419
F: 0.778 -7.899 -1.839
F: 2.038 -9.569 -2.457
F: 2.174 -8.793 -0.423
H: -3.211 -9.482 -0.943
H: -3.693 -11.128 -0.462
H: -2.354 -10.300 0.356
H: -2.396 -11.204 -2.574
H: -1.474 -12.003 -1.302
C: -8.649 -5.568 5.590
C: -7.345 -4.849 5.293
O: -6.290 -5.794 5.060
C: -6.236 -6.342 3.804
O: -7.028 -6.072 2.906
C: -5.041 -7.287 3.681
F: -4.919 -8.125 4.751
F: -3.860 -6.611 3.592
F: -5.105 -8.088 2.580
H: -8.521 -6.267 6.423
H: -9.435 -4.852 5.845
H: -8.982 -6.156 4.730
H: -7.050 -4.252 6.162
H: -7.446 -4.160 4.447

E_tot: -154230.8761 eV
multiplicity: 1
charge: -1
Kohn-Sham gap: 6.2 eV
F_max: 3.7 eV Å⁻¹

Atomic partial charges in e from the Löwdin method, atoms 1 to 6: C -0.1575; C -0.2691; C -0.2258; C -0.2277; C -0.2292; C -0.2113

# 2
Molecular formula: C46H78AsCrIN2OP2Si
Method: DFT, ωB97M-V/def2-TZVPD

CARTESIAN COORDINATES (ANGSTROEM)
Cr: -0.431 -0.442 -0.587
C: 3.591 -0.950 -0.428
Si: 1.902 -0.244 0.118
C: 1.693 -0.761 1.954
C: 2.797 -1.210 2.679
C: 2.674 -1.737 3.955
C: 1.416 -1.866 4.523
C: 0.303 -1.410 3.834
C: 0.428 -0.841 2.566
P: -0.984 0.002 1.741
C: -1.053 1.586 2.761
C: 0.144 2.445 2.340
C: 0.185 3.793 3.059
C: 0.153 3.599 4.571
C: -1.084 2.797 4.960
C: -1.066 1.423 4.283
C: -2.605 -0.882 2.036
C: -2.927 -1.603 3.352
C: -4.423 -1.921 3.362
C: -5.226 -0.627 3.557
C: -4.543 0.563 2.859
C: -3.749 0.094 1.642
C: 2.277 1.638 0.060
C: 3.340 2.191 0.771
C: 3.622 3.547 0.709
C: 2.829 4.376 -0.073
C: 1.758 3.849 -0.775
C: 1.483 2.482 -0.724
P: 0.039 1.722 -1.556
C: -1.203 3.119 -1.586
C: -2.633 2.541 -1.574
C: -3.681 3.607 -1.932
C: -3.228 4.986 -1.461
C: -1.959 5.413 -2.219
C: -1.124 4.201 -2.664
C: 0.598 1.124 -3.270
C: 0.055 1.730 -4.576
C: 0.866 2.891 -5.154
C: 2.357 2.571 -5.227
C: 2.849 2.179 -3.839
C: 2.119 0.929 -3.359
H: 4.399 -0.317 -0.057
H: 3.689 -1.000 -1.513
H: 3.728 -1.959 -0.042
H: 3.781 -1.150 2.229
H: 3.549 -2.071 4.497
H: 1.295 -2.306 5.504
H: -0.668 -1.494 4.297
H: -1.972 2.101 2.458
H: 0.109 2.610 1.264
H: 1.067 1.903 2.559
H: -0.670 4.405 2.756
H: 1.094 4.324 2.766
H: 0.152 4.564 5.080
H: 1.048 3.054 4.888
H: -1.983 3.346 4.663
H: -1.125 2.660 6.042
H: -1.934 0.851 4.614
H: -0.170 0.896 4.609
H: -2.568 -1.665 1.269
H: -2.707 -0.988 4.226
H: -2.345 -2.522 3.426
H: -4.654 -2.631 4.156
H: -4.694 -2.393 2.414
H: -5.324 -0.413 4.623
H: -6.234 -0.761 3.159
H: -3.876 1.076 3.555
H: -5.293 1.289 2.545
H: -3.341 0.957 1.108
H: -4.432 -0.406 0.952
H: 3.945 1.550 1.404
H: 4.450 3.963 1.268
H: 3.039 5.436 -0.126
H: 1.147 4.518 -1.364
H: -1.015 3.598 -0.618
H: -2.837 2.135 -0.578
H: -2.709 1.719 -2.287
H: -4.639 3.342 -1.483
H: -3.835 3.629 -3.013
H: -3.032 4.946 -0.386
H: -4.020 5.718 -1.619
H: -1.358 6.069 -1.584
H: -2.230 5.987 -3.107
H: -0.103 4.518 -2.856
H: -1.521 3.808 -3.600
H: 0.152 0.127 -3.205
H: -0.988 2.022 -4.452
H: 0.063 0.917 -5.313
H: 0.741 3.782 -4.540
H: 0.477 3.117 -6.149
H: 2.898 3.447 -5.590
H: 2.538 1.755 -5.934
H: 2.655 3.002 -3.148
H: 3.924 1.990 -3.838
H: 2.514 0.623 -2.394
H: 2.318 0.114 -4.065
C: 0.247 -3.309 -5.121
N: 0.496 -2.575 -3.895
C: 0.039 -2.938 -2.685
N: -0.452 -4.187 -2.558
O: 0.094 -2.174 -1.702
H: 0.528 -2.689 -5.967
H: -0.814 -3.552 -5.221
H: 0.838 -4.227 -5.160
H: 0.794 -1.619 -3.971
H: -0.378 -4.847 -3.311
H: -0.645 -4.531 -1.633
C: 3.142 -6.128 2.041
C: 2.986 -4.644 1.723
As: 1.816 -4.105 0.213
C: 2.519 -5.383 -1.149
C: 3.103 -4.642 -2.353
C: 0.181 -5.059 0.843
C: -0.995 -4.097 1.040
H: 3.757 -6.247 2.935
H: 3.634 -6.674 1.237
H: 2.183 -6.608 2.236
H: 3.969 -4.205 1.531
H: 2.577 -4.132 2.594
H: 1.727 -6.064 -1.469
H: 3.296 -5.988 -0.684
H: 2.369 -3.959 -2.785
H: 3.423 -5.340 -3.128
H: 3.969 -4.047 -2.057
H: 0.419 -5.510 1.807
H: -0.094 -5.875 0.171
H: -1.776 -4.550 1.654
H: -1.447 -3.795 0.093
H: -0.654 -3.190 1.545
I: -2.731 -0.828 -3.514
C: -2.376 -0.848 -1.370
H: -2.600 -1.886 -1.100
H: -3.201 -0.242 -0.994

E_tot: -177806.9439 eV
multiplicity: 2
charge: +1
Kohn-Sham gap (spin up / spin down): 6.7 / 7.2 eV
F_max: 2.0 eV Å⁻¹

Atomic partial charges in e from the Löwdin method, atoms 1 to 6: Cr 0.2822; C -0.1965; Si 0.6200; C -0.3010; C -0.1052; C -0.0753

# 3
Molecular formula: C46H78Br2N12OP
Method: DFT, ωB97M-V/def2-TZVPD

CARTESIAN COORDINATES (ANGSTROEM)
C: 5.331 -4.410 -0.604
C: 5.095 -4.496 -2.091
N: 5.351 -5.603 -2.647
C: 4.533 -3.332 -2.914
N: 3.083 -3.148 -2.628
N: 2.321 -3.989 -3.313
C: 1.021 -3.937 -3.109
C: 0.199 -4.955 -3.868
C: 0.459 -6.344 -3.212
C: -0.449 -6.589 -1.995
Br: 0.454 -6.036 -0.348
C: 0.483 -2.974 -2.220
P: -1.314 -2.741 -1.873
O: -1.463 -1.569 -0.987
C: 1.290 -2.114 -1.528
C: 2.677 -2.241 -1.748
Br: 3.779 -1.099 -0.772
H: 4.652 -5.115 -0.116
H: 6.332 -4.756 -0.352
H: 5.134 -3.431 -0.175
H: 5.131 -5.582 -3.644
H: 5.080 -2.395 -2.837
H: 4.601 -3.636 -3.957
H: 0.572 -4.964 -4.891
H: -0.852 -4.677 -3.800
H: 1.480 -6.336 -2.826
H: 0.401 -7.152 -3.940
H: -0.695 -7.638 -1.868
H: -1.340 -5.972 -2.080
H: -1.706 -3.926 -1.212
H: -2.033 -2.683 -3.084
H: 0.896 -1.368 -0.845
C: -1.437 1.657 3.361
C: -1.857 2.754 2.390
C: -2.913 2.289 1.382
C: -2.398 1.243 0.502
N: -1.973 0.432 -0.198
H: -0.984 0.809 2.842
H: -0.706 2.038 4.069
H: -2.298 1.290 3.925
H: -0.980 3.128 1.857
H: -2.260 3.591 2.958
H: -3.225 3.134 0.764
H: -3.804 1.931 1.903
C: 7.108 -9.871 -2.200
C: 6.620 -8.867 -3.240
C: 5.734 -9.502 -4.315
C: 6.452 -10.494 -5.113
N: 7.025 -11.270 -5.736
H: 7.724 -10.649 -2.653
H: 7.713 -9.370 -1.445
H: 6.269 -10.354 -1.693
H: 7.477 -8.384 -3.706
H: 6.052 -8.085 -2.735
H: 5.361 -8.723 -4.983
H: 4.861 -9.969 -3.855
C: -0.632 3.665 8.562
C: -2.063 3.676 8.036
C: -2.183 3.103 6.622
C: -1.452 3.900 5.640
N: -0.872 4.549 4.891
H: 0.024 4.285 7.949
H: -0.598 4.055 9.579
H: -0.229 2.650 8.577
H: -2.449 4.698 8.058
H: -2.693 3.084 8.701
H: -3.235 3.070 6.334
H: -1.820 2.074 6.604
C: -4.957 2.505 -4.735
C: -3.476 2.184 -4.897
C: -2.803 1.794 -3.576
C: -2.815 2.882 -2.604
N: -2.841 3.715 -1.814
H: -5.110 3.359 -4.074
H: -5.400 2.751 -5.700
H: -5.500 1.652 -4.323
H: -2.964 3.043 -5.335
H: -3.365 1.356 -5.600
H: -1.766 1.506 -3.764
H: -3.298 0.923 -3.142
C: -6.265 3.854 8.634
C: -7.088 2.800 7.903
C: -6.727 1.369 8.318
C: -5.340 1.074 7.972
N: -4.235 0.881 7.730
H: -5.200 3.752 8.420
H: -6.565 4.852 8.324
H: -6.405 3.782 9.714
H: -6.949 2.916 6.825
H: -8.148 2.966 8.103
H: -7.385 0.661 7.812
H: -6.877 1.228 9.389
C: 9.182 -7.201 -9.553
C: 8.442 -8.501 -9.260
C: 7.288 -8.322 -8.269
C: 7.752 -7.888 -6.953
N: 8.124 -7.554 -5.919
H: 9.643 -6.792 -8.652
H: 9.975 -7.371 -10.281
H: 8.506 -6.448 -9.963
H: 9.146 -9.242 -8.877
H: 8.038 -8.900 -10.191
H: 6.755 -9.268 -8.154
H: 6.570 -7.597 -8.657
C: -3.177 6.362 -0.054
C: -3.151 7.862 0.216
C: -2.492 8.218 1.553
C: -3.234 7.678 2.693
N: -3.816 7.249 3.585
H: -3.758 5.834 0.706
H: -3.631 6.152 -1.019
H: -2.168 5.946 -0.062
H: -4.169 8.255 0.191
H: -2.601 8.357 -0.587
H: -2.436 9.303 1.657
H: -1.466 7.846 1.578
C: -7.009 7.971 5.776
C: -6.579 9.151 6.640
C: -5.183 8.967 7.243
C: -5.120 7.828 8.156
N: -5.077 6.922 8.860
H: -7.069 7.051 6.360
H: -7.994 8.154 5.346
H: -6.307 7.809 4.955
H: -7.309 9.306 7.436
H: -6.575 10.057 6.031
H: -4.897 9.868 7.788
H: -4.447 8.832 6.447
C: 1.715 2.615 -2.600
C: 2.753 1.733 -3.287
C: 4.145 2.372 -3.334
C: 4.158 3.599 -4.126
N: 4.162 4.567 -4.742
H: 1.579 3.556 -3.133
H: 0.747 2.112 -2.564
H: 2.011 2.843 -1.574
H: 2.418 1.500 -4.300
H: 2.824 0.784 -2.748
H: 4.858 1.668 -3.769
H: 4.493 2.588 -2.322

E_tot: -218259.9201 eV
multiplicity: 1
charge: +1
Kohn-Sham gap: 7.3 eV
F_max: 2.3 eV Å⁻¹

Atomic partial charges in e from the Löwdin method, atoms 1 to 6: C -0.0335; C -0.3803; N 0.1802; C -0.0665; N -0.0711; N 0.2099